one) A single C12H17N molecule, computed with ωB97M-V/def2-TZVPD.

As for the net charge: 0. The LUMO energy (spin up / spin down) comes out at 0.029 / 0.026 hartree. Its spin multiplicity is 1. The value obtained for the HOMO energy (spin up / spin down) is -6.374 / -6.780 eV.

Atoms and positions in Å:
C1 0.374 1.008 0.004
C2 2.027 2.536 1.060
H1 -1.330 -0.774 1.967
H2 1.555 -1.962 0.356
H3 0.727 -2.513 -1.102
N1 -0.567 -0.761 1.317
C3 -1.806 1.003 -1.289
H4 -2.186 1.361 -0.330
H5 -2.112 -3.287 -0.008
C4 -0.664 -1.643 0.246
C5 0.255 0.323 1.205
C6 1.265 2.122 -0.045
H6 1.512 0.582 -2.164
C7 1.917 1.748 2.194
C8 1.114 0.667 2.332
H7 0.343 -0.681 -2.699
C9 -0.356 0.626 -1.179
H8 2.826 3.255 1.008
H9 2.337 2.230 3.047
H10 1.181 -0.065 3.168
C10 0.459 0.384 -2.352
H11 -2.599 -1.918 1.102
H12 1.156 2.784 -0.858
H13 0.598 -3.464 0.482
H14 -2.009 1.704 -2.109
C11 -2.022 -2.259 0.211
C12 0.612 -2.499 -0.036
H15 0.336 1.130 -3.080
H16 -2.565 -1.833 -0.680
H17 -2.379 0.197 -1.767

Here are the Mulliken charges for atoms 1 to 8, given in e: C 0.6247; C -0.8516; H 0.2339; H 0.2667; H 0.2697; N -0.1732; C -1.3674; H 0.3149

---

two) 2 unconnected molecules or ions with the total composition C12H17N, computed with ωB97M-V/def2-TZVPD.

As for the net charge: 0. The SMILES is Cc1c[nH]c2ccccc12.CCC. The LUMO energy comes out at 0.034 hartree. Its spin multiplicity is 1. The value obtained for the HOMO energy is -7.970 eV.

Atoms and positions in Å:
H1 1.307 2.250 -0.191
H2 0.264 -1.605 -3.479
C1 1.654 -1.549 1.711
H3 2.458 1.103 -2.141
C2 -0.108 0.823 -0.280
H4 -2.936 0.674 1.691
H5 -2.205 -1.327 -2.004
C3 0.555 -0.556 -3.612
H6 1.546 -0.439 -4.035
C4 -2.285 0.568 0.823
C5 1.508 0.768 -1.727
C6 -2.734 -0.266 -0.179
C7 -1.027 1.118 0.723
C8 -1.859 -0.601 -1.210
C9 0.522 -0.078 -2.194
H7 2.619 -1.091 1.537
H8 -0.164 0.057 -4.132
H9 -3.753 -0.572 -0.270
C10 1.019 -1.279 3.086
H10 1.774 -2.620 1.456
H11 0.975 -1.045 0.998
H12 0.433 0.779 2.541
H13 1.505 -1.811 3.897
N1 1.177 1.291 -0.458
H14 -0.651 1.776 1.505
C11 1.039 0.234 3.333
C12 -0.638 0.063 -1.331
H15 2.040 0.623 3.512
H16 0.476 0.385 4.260
H17 -0.004 -1.710 3.097

Here are the Mulliken charges for atoms 1 to 8, given in e: H 0.2878; H 0.3038; C -0.7117; H 0.3998; C -0.4214; H 0.3663; H 0.2738; C -1.3567

---

three) 2 unconnected molecules or ions with the total composition C12H17N, computed with ωB97M-V/def2-TZVPD.

As for the net charge: 0. The SMILES is Cc1c[nH]c2ccccc12.CCC. The LUMO energy comes out at 0.033 hartree. Its spin multiplicity is 1. The value obtained for the HOMO energy is -7.835 eV.

Atoms and positions in Å:
H1 0.884 -0.366 3.890
H2 2.900 -0.108 0.182
C1 -2.148 -2.046 1.532
H3 2.387 2.537 -3.505
H4 -1.645 -0.705 4.580
H5 -3.130 -2.497 1.464
C2 2.002 -0.331 2.081
H6 -1.085 0.830 -4.361
C3 -0.279 1.019 -3.651
H7 -0.554 3.162 -3.171
C4 0.855 -0.536 2.818
N1 -1.420 -1.766 0.393
C5 -0.324 -0.902 2.148
H8 1.673 1.743 -2.121
C6 -0.300 -1.062 0.751
H9 -0.597 0.607 -2.690
C7 0.188 2.465 -3.553
H10 1.618 3.475 -2.239
H11 -3.151 -1.481 4.047
H12 0.557 0.411 -4.021
C8 1.533 2.566 -2.828
C9 0.831 -0.721 0.003
H13 0.362 2.770 -4.588
H14 0.839 -0.873 -1.073
C10 -1.532 -1.528 2.625
C11 1.998 -0.440 0.673
H15 2.909 -0.017 2.580
C12 -2.068 -1.545 4.035
H16 -1.533 -2.184 -0.515
H17 -1.771 -2.478 4.514

Here are the Mulliken charges for atoms 1 to 8, given in e: H 0.2972; H 0.3712; C -0.6783; H 0.3170; H 0.3383; H 0.3975; C -0.4457; H 0.3773

---

four) 2 unconnected molecules or ions with the total composition C12H17N, computed with ωB97M-V/def2-TZVPD.

As for the net charge: 0. The SMILES is Cc1c[nH]c2ccccc12.CCC. The LUMO energy comes out at 0.033 hartree. Its spin multiplicity is 1. The value obtained for the HOMO energy is -7.860 eV.

Atoms and positions in Å:
H1 0.133 -2.846 1.329
C1 -0.155 1.420 0.049
H2 2.745 -3.523 1.036
C2 0.867 -2.189 0.884
C3 -2.326 0.343 0.221
H3 -3.088 -0.246 -0.292
N1 0.946 1.402 -0.791
H4 -1.646 -1.830 -1.529
H5 0.663 -2.329 -0.186
H6 -0.671 -1.638 -3.120
C4 2.335 -2.455 1.096
C5 0.633 0.557 -1.855
H7 -2.124 -0.900 -2.827
C6 -0.217 2.061 1.309
H8 2.701 -2.260 2.088
H9 0.821 -1.160 1.368
H10 2.896 -1.519 -0.860
H11 4.277 -1.951 -0.025
C7 -1.447 1.810 1.951
C8 -2.462 1.026 1.406
H12 3.319 -0.672 0.778
H13 1.340 0.178 -2.574
H14 1.796 1.918 -0.683
H15 0.321 2.946 1.558
C9 -1.224 -1.190 -2.286
H16 -3.293 0.971 2.111
C10 -1.220 0.675 -0.548
C11 3.252 -1.613 0.172
H17 -1.801 2.271 2.843
C12 -0.581 0.011 -1.680

Here are the Mulliken charges for atoms 1 to 8, given in e: H 0.4050; C 0.0465; H 0.2993; C -0.5502; C -0.6822; H 0.3800; N 0.0310; H 0.3694

---

Stability, lowest: one)

---

one) 2 unconnected molecules or ions with the total composition C12H17N, computed with ωB97M-V/def2-TZVPD.

As for the net charge: 0. The SMILES is Cc1c[nH]c2ccccc12.CCC. The LUMO energy comes out at 0.033 hartree. Its spin multiplicity is 1. The value obtained for the HOMO energy is -7.833 eV.

Atoms and positions in Å:
C1 -2.084 -0.079 -0.827
C2 -0.645 2.288 2.310
C3 -2.583 0.254 -2.196
H1 -1.150 -1.832 1.688
H2 -3.283 1.073 -2.067
H3 -0.837 4.042 1.092
C4 -1.375 2.248 0.030
C5 3.161 -1.770 -0.889
C6 -0.786 0.905 2.412
H4 -1.786 0.570 -2.879
H5 -3.129 -0.503 -2.762
H6 -0.460 2.797 3.248
H7 1.858 -2.437 0.750
H8 1.525 -0.561 -1.785
H9 4.255 -1.700 -0.907
N1 -1.503 -1.103 1.091
H10 2.821 -2.640 -1.434
C7 -0.999 2.975 1.142
H11 3.093 -0.089 -2.307
C8 2.554 -0.454 -1.431
C9 -2.133 -1.262 -0.135
C10 -1.210 0.221 1.277
H12 -1.925 2.759 -0.759
H13 3.509 -2.335 1.269
C11 -1.325 0.848 0.002
H14 2.641 0.343 -0.697
H15 2.527 -0.939 1.097
H16 -0.698 0.345 3.332
C12 2.793 -1.881 0.601
H17 -2.825 -2.082 -0.265

Here are the Mulliken charges for atoms 1 to 8, given in e: C 0.5831; C -0.3966; C -1.3298; H 0.2174; H 0.2976; H 0.3798; C -0.4610; C -0.1534

---

two) 2 unconnected molecules or ions with the total composition C12H17N, computed with ωB97M-V/def2-TZVPD.

As for the net charge: 0. The SMILES is Cc1c[nH]c2ccccc12.CCC. The LUMO energy comes out at 0.033 hartree. Its spin multiplicity is 1. The value obtained for the HOMO energy is -8.033 eV.

Atoms and positions in Å:
C1 0.322 -0.157 -1.832
H1 1.352 -3.018 1.874
H2 3.562 -2.209 2.365
C2 -1.923 1.624 1.212
H3 -0.640 -1.242 -3.492
H4 -0.329 2.862 1.687
C3 0.755 -2.051 1.785
C4 -0.288 0.465 -0.650
H5 0.026 -1.959 2.600
H6 2.661 -1.323 3.683
H7 -2.513 1.877 2.010
C5 -0.698 -0.734 -2.590
H8 -2.672 -1.119 -1.766
C6 3.044 -1.303 2.665
C7 1.728 0.167 -2.253
H9 1.384 0.003 2.018
C8 0.240 1.379 0.259
H10 -3.551 0.671 0.157
C9 -1.742 0.285 -0.797
N1 -1.969 -0.371 -2.009
H11 2.326 -0.459 -1.649
H12 2.080 0.161 -3.246
C10 -2.465 0.822 0.209
H13 -0.101 -2.213 1.009
C11 -0.626 1.975 1.168
H14 2.024 1.259 -1.963
C12 1.787 -0.960 1.734
H15 1.339 1.863 0.034
H16 3.826 -0.560 2.567
H17 2.201 -1.066 0.714

Here are the Mulliken charges for atoms 1 to 8, given in e: C 0.6825; H 0.2874; H 0.3780; C -0.8471; H 0.5241; H 0.3982; C -1.0857; C 1.3650

---

three) 2 unconnected molecules or ions with the total composition C12H17N, computed with ωB97M-V/def2-TZVPD.

As for the net charge: 0. The SMILES is Cc1c[nH]c2ccccc12.CCC. The LUMO energy comes out at 0.034 hartree. Its spin multiplicity is 1. The value obtained for the HOMO energy is -7.931 eV.

Atoms and positions in Å:
H1 0.025 -3.024 2.284
C1 0.447 -0.760 -1.751
H2 -1.255 3.179 -0.591
H3 0.839 1.700 2.520
C2 -2.161 -0.445 -0.704
C3 -0.147 -2.560 1.327
C4 -1.710 0.315 -1.832
C5 -0.456 0.038 -2.408
C6 2.233 -2.568 0.244
H4 -0.893 4.171 0.778
C7 0.066 -1.417 -0.610
H5 2.370 -3.400 -0.461
N1 -1.427 -2.174 0.935
H6 2.814 -2.621 1.151
H7 1.548 -0.765 -1.908
C8 -0.701 3.178 0.347
H8 -0.145 0.783 1.245
C9 0.688 2.518 0.385
C10 0.798 -2.220 0.413
H9 -0.235 0.608 -3.318
H10 1.579 0.764 1.196
H11 -1.301 2.394 0.835
C11 0.715 1.405 1.467
H12 0.763 1.847 -0.512
H13 -2.166 -2.034 1.605
C12 -1.218 -1.227 -0.078
H14 2.733 -1.827 -0.385
H15 -2.208 1.166 -2.228
H16 -3.147 -0.200 -0.324
H17 1.553 3.177 0.380

Here are the Mulliken charges for atoms 1 to 8, given in e: H 0.4106; C -0.3501; H 0.2541; H 0.3711; C -0.7824; C -0.6890; C -0.4222; C -0.6462

---

four) 2 unconnected molecules or ions with the total composition C12H17N, computed with ωB97M-V/def2-TZVPD.

As for the net charge: 0. The SMILES is CCc1c[nH]c2ccccc12.CC. The LUMO energy comes out at 0.034 hartree. Its spin multiplicity is 1. The value obtained for the HOMO energy is -7.802 eV.

Atoms and positions in Å:
H1 1.411 -0.240 -3.856
H2 -1.548 -0.854 1.339
H3 -0.329 -2.472 0.272
C1 -1.514 1.194 -1.349
C2 -2.130 -0.086 0.816
H4 1.644 -0.488 2.795
C3 2.305 1.373 1.794
C4 0.826 -2.694 -1.544
C5 1.005 -0.785 -3.022
C6 -2.172 1.168 1.698
C7 -0.037 -0.239 -2.266
H5 -0.445 1.635 -3.140
C8 1.340 0.547 2.683
H6 -3.091 -0.604 0.741
H7 1.381 1.007 3.670
H8 0.332 0.658 2.309
H9 2.109 -2.648 -3.220
N1 -0.619 1.005 -2.379
C9 -0.079 -2.085 -0.706
H10 -2.241 1.987 -1.438
H11 2.921 0.738 1.161
H12 -1.139 1.488 1.782
C10 1.393 -2.056 -2.665
H13 -2.589 1.995 1.139
C11 -1.475 0.114 -0.512
H14 1.190 -3.680 -1.279
H15 -2.681 0.863 2.605
H16 1.729 2.116 1.275
H17 3.067 1.865 2.404
C12 -0.563 -0.820 -1.107

Here are the Mulliken charges for atoms 1 to 8, given in e: H 0.3759; H 0.1912; H 0.3341; C -0.9276; C -0.5440; H 0.3190; C -0.9277; C -0.6761

---

Stability, lowest: two)

---

one) 2 unconnected molecules or ions with the total composition C12H17N, computed with ωB97M-V/def2-TZVPD.

As for the net charge: 0. The SMILES is Cc1c[nH]c2ccccc12.CCC. The LUMO energy comes out at 0.034 hartree. Its spin multiplicity is 1. The value obtained for the HOMO energy is -7.868 eV.

Atoms and positions in Å:
H1 -1.658 -1.283 0.964
C1 1.788 0.570 0.730
H2 2.136 -3.112 -0.240
C2 1.875 1.537 -2.837
N1 1.464 1.898 0.852
H3 -2.668 0.713 -0.215
H4 -2.586 -0.273 2.220
H5 -4.350 1.107 0.190
H6 1.605 2.368 1.728
C3 -3.721 -1.023 0.607
H7 0.904 1.343 -3.288
H8 -3.817 -1.856 -0.077
C4 2.018 -0.353 1.749
C5 1.527 2.461 -0.417
C6 1.788 1.503 -1.330
H9 -4.609 -1.038 1.248
H10 1.392 3.517 -0.587
H11 2.545 0.721 -3.119
H12 1.892 -1.404 -2.019
H13 -3.953 0.130 -1.180
C7 -3.678 0.315 -0.133
C8 1.782 0.227 -0.636
C9 1.912 -1.109 -0.998
C10 2.133 -2.055 -0.013
H14 2.381 2.436 -3.190
H15 -2.629 -1.979 2.287
C11 -2.527 -1.153 1.583
H16 1.978 -0.232 2.808
H17 2.725 -2.350 2.014
C12 2.353 -1.627 1.299

Here are the Mulliken charges for atoms 1 to 8, given in e: H 0.2680; C 0.2679; H 0.4189; C -1.2258; N -0.0977; H 0.2216; H 0.3013; H 0.3000

---

two) 2 unconnected molecules or ions with the total composition C12H17N, computed with ωB97M-V/def2-TZVPD.

As for the net charge: 0. The SMILES is CCc1c[nH]c2ccccc12.CC. The LUMO energy comes out at 0.030 hartree. Its spin multiplicity is 1. The value obtained for the HOMO energy is -7.871 eV.

Atoms and positions in Å:
C1 1.343 2.307 0.264
C2 1.137 0.951 -0.215
C3 -0.792 2.171 -0.441
H1 -1.819 2.512 -0.701
H2 4.476 2.069 1.516
H3 0.320 -0.337 -3.020
H4 -1.052 0.524 -3.347
C4 2.187 -0.029 -0.170
C5 2.576 2.643 0.873
H5 -1.961 -0.339 -1.104
H6 1.977 -1.074 -0.555
H7 -0.453 -1.235 -0.759
C6 -0.679 -0.392 -2.848
H8 -0.056 4.138 0.232
C7 -2.379 -3.393 1.279
C8 -0.238 0.938 -0.686
H9 -1.931 -1.320 1.065
H10 -3.383 -1.561 1.887
N1 0.132 3.009 0.205
C9 -2.372 -1.982 1.790
H11 -3.040 -3.615 0.451
C10 -0.855 -0.339 -1.309
C11 3.389 0.314 0.470
C12 3.611 1.718 0.861
H12 2.891 3.682 1.055
H13 -1.616 -1.883 2.639
H14 -1.376 -3.684 1.196
H15 -1.271 -1.244 -3.061
H16 -2.906 -4.131 2.015
H17 4.141 -0.419 0.421

Here are the Mulliken charges for atoms 1 to 8, given in e: C -0.2995; C 0.9871; C -0.7230; H 0.3704; H 0.2827; H 0.3932; H 0.2856; C -0.2410

---

three) 2 unconnected molecules or ions with the total composition C12H17N, computed with ωB97M-V/def2-TZVPD.

As for the net charge: 0. The SMILES is Cc1c[nH]c2ccccc12.CCC. The LUMO energy comes out at 0.031 hartree. Its spin multiplicity is 1. The value obtained for the HOMO energy is -7.817 eV.

Atoms and positions in Å:
H1 2.004 -3.990 1.580
C1 3.059 -4.102 1.336
C2 -1.337 1.243 1.412
H2 1.536 1.926 0.137
H3 3.833 -1.285 0.499
H4 2.979 -1.600 -1.040
C3 -1.536 1.040 0.003
C4 3.352 -3.405 0.031
H5 -3.407 0.543 -2.743
H6 -2.282 0.243 3.035
H7 0.547 1.838 2.435
H8 4.375 -3.588 -0.288
C5 3.090 -1.899 -0.021
H9 2.871 -3.862 -0.836
C6 -2.245 1.228 2.623
C7 -0.043 1.630 1.556
H10 3.126 -5.162 1.200
N1 0.586 1.674 0.329
H11 -3.201 1.713 2.466
H12 -1.172 0.668 -3.821
H13 -3.639 0.489 -0.428
C8 -1.251 0.849 -2.757
C9 -2.646 0.722 -0.777
H14 0.844 1.289 -2.373
C10 -0.144 1.183 -2.020
H15 -1.808 1.898 3.362
C11 -2.503 0.655 -2.158
C12 -0.318 1.328 -0.636
H16 3.774 -3.941 2.141
H17 2.201 -1.670 0.570

Here are the Mulliken charges for atoms 1 to 8, given in e: H 0.3061; C -1.1377; C 0.4164; H 0.1663; H 0.3176; H 0.3326; C 0.8212; C -0.3093

---

Stability, lowest: two)